The following is a DFT calculation (ωB97M-V with the def2-TZVPD basis set) of a cluster of 2 separate species, C5H7N in total.

XYZ file:
```
13
Properties=species:S:1:pos:R:3:forces:R:3
C 0.650548 0.334255 1.520000 -0.2 0.1 0.1
C -0.450676 1.083556 1.507396 0.2 -0.1 0.1
C -1.676554 0.741129 0.836637 -0.9 -0.2 -0.4
N -2.712588 0.530134 0.361507 1.1 0.1 0.4
H 1.513928 0.654308 2.094230 -0.1 0.0 -0.1
H 0.737706 -0.588551 0.959185 -0.1 0.2 0.2
H -0.492535 2.020833 2.052086 0.0 -0.1 0.0
C 0.554813 -1.394982 -1.311982 0.0 0.1 -0.1
C 0.254489 -0.201962 -1.813445 0.0 -0.2 0.0
H 1.566015 -1.795235 -1.345980 -0.2 0.0 -0.1
H -0.197827 -2.009679 -0.821419 0.1 0.1 -0.1
H -0.751842 0.204756 -1.743867 0.1 -0.1 -0.1
H 1.004522 0.421438 -2.294349 -0.1 -0.1 0.1
```
Positions in Å, forces in eV/Å.

As for the SMILES: C=CC#N.C=C. The relative energy (zero: lowest compared OMol25 entry of this formula, charge and spin) comes out at 47.62 kcal per mole. For the HOMO energy, the calculation gives -10.172 eV. The calculation puts the HOMO-LUMO gap at 10.6 eV.